1.
{"formula": "C14H16", "method": "the ωB97M-V functional and the def2-TZVPD basis", "symbols": ["H", "C", "C", "C", "C", "C", "H", "H", "H", "H", "H", "C", "C", "C", "C", "H", "H", "C", "H", "H", "C", "H", "H", "H", "C", "H", "C", "H", "H", "C"], "coordinates": [[-2.206, -2.562, -1.510], [0.156, -2.978, 0.372], [1.539, 1.844, 0.697], [1.521, -2.344, 2.250], [-0.464, 0.894, -0.653], [-0.671, -1.003, -0.949], [-1.661, 0.581, 1.313], [1.216, 2.854, 0.921], [2.091, 1.931, -0.286], [-0.445, -3.757, -0.193], [2.367, 1.628, 1.450], [1.409, -0.978, 1.957], [-0.646, 1.902, -1.638], [0.344, 0.871, 0.606], [0.072, -1.611, 0.070], [-0.314, 0.962, 2.674], [-1.127, 2.702, -3.509], [-1.624, -1.565, -1.893], [2.079, -0.384, 2.651], [-0.494, 2.996, -1.193], [0.936, -3.364, 1.527], [-1.078, -1.911, -2.785], [1.125, -4.385, 1.710], [-2.378, -0.854, -2.172], [0.723, -0.553, 0.861], [-1.004, 2.227, 1.611], [-1.021, 1.855, -2.944], [-0.882, 1.025, -3.563], [2.038, -2.601, 3.211], [-0.727, 1.210, 1.673]], "forces_ev_per_a": [[1.398, 2.284, -0.556], [0.361, -1.148, 1.151], [1.686, 0.153, -0.787], [0.491, -0.864, 1.624], [0.576, -5.022, -2.672], [0.069, 4.942, 0.814], [1.694, 1.079, 1.526], [-0.279, 0.212, 0.065], [-0.653, -0.299, 0.873], [0.980, 1.175, 0.563], [-1.396, -0.203, -0.696], [1.847, -0.092, 1.198], [0.078, 1.935, 2.102], [-0.139, 0.656, 0.010], [0.030, 1.991, 0.212], [-0.734, 0.106, -0.462], [-0.388, 2.318, -0.899], [-0.949, -2.816, 0.164], [-1.375, -0.007, -1.031], [-0.413, -2.227, -0.863], [-1.116, 1.969, -2.417], [-0.298, 0.148, -0.042], [-0.053, -0.924, 0.511], [-0.290, 0.332, -0.282], [-0.359, -1.986, 0.188], [-0.273, 1.241, -0.016], [0.912, -0.932, 1.500], [-0.271, -1.755, -0.403], [-0.245, 0.145, -1.149], [-0.889, -2.412, -0.224]], "gap_ha": [0.2453, 0.2667], "total_charge": 0, "spin_multiplicity": 1, "homo_energy_ev": [-6.834, -7.458], "e_lumo_ev": [-0.16, -0.20]}



2.
{"formula": "C14H16", "method": "the ωB97M-V functional and the def2-TZVPD basis", "symbols": ["C", "C", "H", "C", "C", "H", "H", "H", "H", "H", "C", "H", "H", "C", "C", "C", "H", "H", "C", "H", "C", "H", "C", "H", "H", "C", "C", "C", "H", "H"], "coordinates": [[0.406, 3.143, -1.186], [-0.289, -4.234, -1.217], [-0.071, 1.360, 3.230], [-0.535, 3.878, -0.444], [-0.710, -3.236, -0.352], [-1.088, 4.641, -0.911], [-0.611, -5.202, -0.741], [-2.575, -2.679, 0.381], [1.041, -2.114, -3.461], [-1.498, 4.340, 1.395], [-0.734, 3.795, 0.970], [0.922, -0.643, -1.335], [1.084, 2.894, 3.513], [0.371, -3.882, -2.376], [1.405, 2.483, -0.455], [1.513, 2.514, 0.946], [2.314, 2.008, -0.999], [2.359, 2.230, 1.438], [-1.811, -3.425, 0.623], [-2.300, -4.423, 0.784], [0.155, 2.461, 3.058], [0.581, 3.409, -2.271], [0.275, 2.985, 1.577], [-0.712, 3.054, 3.376], [0.755, -4.682, -3.023], [-0.166, -1.970, -0.425], [0.742, -2.540, -2.560], [0.602, -1.632, -1.521], [-1.134, -3.275, 1.551], [-0.292, -1.256, 0.435]], "forces_ev_per_a": [[0.228, 1.453, 0.376], [-1.055, -0.423, 1.440], [0.723, 1.459, -0.511], [0.333, -0.238, 0.880], [-0.580, -0.026, -0.730], [-0.883, 0.559, -1.007], [0.620, 0.376, -1.796], [0.174, -0.049, 0.821], [1.093, -0.035, -1.653], [-1.457, 0.663, 1.355], [4.665, -3.149, -3.005], [0.960, 1.153, -1.418], [-0.875, -1.036, 0.341], [1.093, -0.424, -0.020], [2.988, -0.670, -0.327], [-6.076, 1.865, -3.254], [-1.721, 0.899, 0.640], [1.807, -1.155, 1.540], [1.292, -0.768, 2.359], [0.687, 0.734, -0.725], [-0.302, 1.936, -1.025], [-0.501, -0.802, 1.348], [0.871, -1.415, 1.786], [0.199, -0.415, 0.853], [-0.472, 0.572, -0.152], [0.120, -0.035, 1.000], [-0.441, -0.027, 1.167], [-1.177, -0.689, 1.254], [-2.211, 0.334, -0.437], [-0.102, -0.646, -1.101]], "gap_ha": 0.3492, "total_charge": 0, "spin_multiplicity": 1, "homo_energy_ev": -8.644, "e_lumo_ev": 0.86}



3.
{"formula": "C14H16", "method": "the ωB97M-V functional and the def2-TZVPD basis", "symbols": ["C", "H", "C", "H", "H", "C", "H", "H", "C", "C", "H", "H", "C", "H", "H", "H", "C", "H", "C", "H", "H", "C", "H", "C", "C", "C", "H", "H", "C", "C"], "coordinates": [[1.843, 0.110, 1.490], [-0.430, 1.114, 3.741], [-0.036, -0.956, 3.255], [-3.310, -1.227, -3.054], [-0.454, 2.580, -0.195], [-1.210, 0.771, -1.306], [0.434, -2.871, 2.412], [-2.096, 2.196, -0.071], [-2.386, 0.191, -1.720], [0.657, -1.814, 2.414], [-0.932, 1.136, 0.777], [-0.937, -1.245, 3.784], [0.188, 0.418, 3.179], [2.226, 1.452, -0.181], [2.414, -1.843, 1.090], [0.842, 1.024, -1.785], [2.739, 0.732, 0.447], [-1.336, -1.729, -4.263], [-1.229, -0.996, -3.471], [-3.219, 0.288, -1.023], [0.874, -0.521, -3.680], [-0.062, -0.308, -3.179], [3.149, -0.023, -0.216], [-0.097, 0.621, -2.143], [-2.410, -0.681, -2.802], [1.107, 0.970, 2.294], [1.190, 2.050, 2.278], [3.541, 1.316, 0.918], [1.646, -1.276, 1.602], [-1.110, 1.715, -0.124]], "forces_ev_per_a": [[-0.291, 0.463, -0.232], [0.045, -0.253, 0.183], [-0.978, 0.788, -0.707], [-0.082, 0.150, 0.001], [0.598, -0.467, -0.302], [1.467, 1.500, -1.243], [0.152, -0.108, 0.024], [0.018, -0.205, 0.489], [-0.527, -0.623, 0.943], [0.380, 0.241, 0.352], [0.059, 0.242, 0.195], [0.352, -0.446, 0.287], [-0.003, 0.277, 0.008], [-0.413, 0.026, 0.006], [-0.555, -0.573, -0.311], [0.015, 0.358, -0.307], [0.530, -0.128, 0.381], [0.493, 0.031, 0.002], [-0.887, 0.250, -0.588], [-0.260, 0.065, -0.557], [-0.095, 0.042, -0.114], [-0.252, 0.100, 0.368], [0.269, -0.056, -0.015], [0.580, -1.003, 0.815], [0.373, -0.306, 0.426], [-0.429, -0.716, 0.745], [0.212, -0.030, -0.323], [0.048, -0.338, -0.101], [0.813, 0.864, -0.151], [-1.634, -0.142, -0.275]], "gap_ha": 0.3626, "total_charge": 0, "spin_multiplicity": 1, "homo_energy_ev": -8.933, "e_lumo_ev": 0.93}



4.
{"formula": "C14H16", "method": "the ωB97M-V functional and the def2-TZVPD basis", "symbols": ["H", "C", "C", "H", "H", "C", "C", "H", "H", "C", "C", "H", "C", "C", "C", "C", "H", "C", "H", "H", "H", "C", "H", "H", "H", "H", "H", "C", "C", "H"], "coordinates": [[0.105, -1.209, 1.019], [1.562, -2.336, -3.259], [-1.799, -2.312, -1.540], [2.961, 2.199, 0.614], [-2.282, -1.895, 0.474], [-0.172, -1.552, 0.036], [-0.277, 3.012, 1.007], [-2.271, 1.289, 3.191], [2.467, -1.731, -3.181], [-2.120, 1.955, 2.340], [1.547, 1.114, 1.850], [-1.061, -2.752, -3.500], [0.812, -1.649, -0.930], [1.019, 3.052, 0.520], [-0.693, 1.997, 1.858], [-0.803, -2.428, -2.501], [-0.973, 3.796, 0.716], [0.224, 1.029, 2.256], [2.284, 0.385, 2.161], [1.834, -1.367, -0.696], [-0.081, 0.193, 2.872], [1.930, 2.081, 0.937], [-2.819, -2.570, -1.804], [-2.489, 2.962, 2.551], [1.921, -3.367, -3.158], [-2.759, 1.574, 1.528], [1.343, 3.771, -0.217], [0.514, -2.075, -2.221], [-1.478, -1.904, -0.254], [1.189, -2.209, -4.276]], "forces_ev_per_a": [[-0.068, -0.030, 0.087], [0.586, -0.155, -0.191], [0.182, -0.201, -0.188], [-0.079, -0.361, 0.004], [0.276, 0.224, 0.163], [0.076, -0.080, 0.228], [0.050, 0.401, -0.303], [0.127, 0.211, 0.046], [-0.178, 0.248, 0.245], [-0.308, -0.109, -0.678], [0.179, -0.209, -0.550], [-0.009, -0.077, -0.050], [0.265, 0.209, -0.388], [0.119, -0.760, 0.091], [-0.172, -0.177, 0.471], [-0.198, 0.388, -0.057], [-0.020, -0.177, 0.023], [0.172, 0.181, -0.004], [-0.085, -0.090, 0.168], [-0.053, -0.020, 0.064], [-0.116, 0.136, 0.198], [0.148, 0.876, 0.145], [0.044, 0.000, 0.094], [0.063, -0.155, 0.222], [-0.147, 0.001, -0.114], [0.081, 0.031, 0.169], [-0.128, 0.282, 0.087], [-0.161, -0.394, 0.160], [-0.530, -0.134, -0.215], [-0.117, -0.057, 0.074]], "gap_ha": 0.3632, "total_charge": 0, "spin_multiplicity": 1, "homo_energy_ev": -8.911, "e_lumo_ev": 0.97}



5.
{"formula": "C14H16", "method": "the ωB97M-V functional and the def2-TZVPD basis", "symbols": ["H", "H", "H", "C", "C", "H", "C", "H", "C", "H", "H", "H", "H", "C", "H", "H", "H", "C", "H", "C", "C", "C", "C", "H", "C", "H", "C", "H", "C", "C"], "coordinates": [[-3.182, 0.618, 2.884], [2.582, -1.609, -1.219], [-0.897, 1.497, -0.748], [-2.536, -0.191, 2.284], [-1.187, 0.851, -2.899], [0.686, -1.690, -4.206], [-0.703, -0.038, -3.976], [1.689, -2.784, -2.519], [1.098, -0.497, 2.857], [-2.754, -0.257, 1.186], [1.036, 2.958, 2.631], [2.515, 1.131, 3.184], [1.234, 0.207, -0.485], [0.667, 1.891, 2.604], [-0.812, -1.568, 3.130], [-1.799, 1.532, -3.265], [-1.154, -0.090, -4.871], [-0.237, -0.776, 2.795], [1.654, -1.352, 2.745], [-0.659, 1.611, 2.270], [1.066, -0.783, -2.323], [1.504, 0.833, 2.809], [2.141, -1.753, -2.233], [2.787, -1.547, -3.100], [-0.585, 0.827, -1.647], [-1.205, 2.517, 1.969], [0.559, 0.116, -1.399], [-2.744, -1.109, 2.797], [0.373, -0.837, -3.631], [-1.136, 0.293, 2.375]], "forces_ev_per_a": [[0.808, -1.668, -1.865], [0.310, -0.963, -0.940], [0.165, -0.968, -2.028], [-1.845, 3.439, -0.050], [3.914, -4.114, -0.664], [0.110, 0.085, -0.821], [2.099, 0.829, 6.081], [0.966, 1.375, 1.254], [-1.587, 0.873, -0.372], [-0.639, 0.040, 1.057], [-0.444, -1.475, 0.010], [-0.551, -0.740, -0.909], [-1.613, 0.146, -0.721], [-0.412, 0.685, -0.483], [0.022, -2.398, 0.133], [-3.446, 3.127, -0.615], [-1.562, -0.035, -3.038], [-1.480, 4.737, -1.409], [2.402, -1.529, 0.800], [-0.278, 0.177, -0.245], [-3.660, 1.247, -3.429], [2.609, 0.495, 1.343], [0.225, -1.165, 0.060], [0.554, -0.089, 0.767], [-1.199, 2.572, 1.187], [-0.563, -0.890, 0.133], [3.072, -1.922, 0.903], [0.251, -0.615, -0.023], [0.039, -0.120, 2.095], [1.730, -1.136, 1.790]], "gap_ha": 0.3467, "total_charge": 0, "spin_multiplicity": 1, "homo_energy_ev": -8.501, "e_lumo_ev": 0.93}



6.
{"formula": "C14H16", "method": "the ωB97M-V functional and the def2-TZVPD basis", "symbols": ["H", "C", "H", "H", "C", "H", "C", "H", "H", "C", "H", "H", "C", "H", "H", "C", "H", "H", "H", "C", "C", "C", "C", "H", "C", "C", "H", "H", "C", "C"], "coordinates": [[3.028, -2.425, 1.833], [0.768, -0.052, 2.719], [0.799, 1.747, 1.563], [2.025, -3.556, 3.794], [-1.016, 0.479, -4.119], [-1.414, 3.373, -3.886], [1.755, -2.540, 3.541], [0.631, -2.142, 5.371], [-0.194, 0.018, 4.616], [-1.239, 0.943, -1.788], [-1.249, -2.377, -2.297], [-0.752, 0.960, 1.630], [0.461, -0.570, 3.980], [1.963, -0.344, 0.973], [0.322, 2.906, -3.825], [1.690, -0.745, 1.942], [-0.803, -1.600, -4.627], [-0.454, 3.337, -2.366], [-1.033, 1.611, -0.957], [0.121, 1.222, 2.236], [-0.644, 2.844, -3.322], [0.932, -1.809, 4.386], [-1.462, -0.408, -1.539], [-2.011, -0.711, -0.655], [2.194, -1.970, 2.357], [-0.986, -0.873, -3.846], [-0.871, 0.788, -5.147], [-0.200, 1.807, 3.094], [-1.085, 1.414, -3.089], [-1.280, -1.328, -2.570]], "forces_ev_per_a": [[-0.383, -0.208, -0.337], [0.099, -0.113, 0.288], [-0.026, 0.318, 0.259], [0.332, 0.074, 0.158], [0.160, -0.045, -0.375], [0.239, 0.278, 0.006], [-0.102, -0.094, 0.271], [0.093, -0.363, -0.108], [0.041, -0.157, 0.100], [0.175, 0.092, -0.180], [-0.353, -0.056, -0.341], [-0.094, 0.107, 0.135], [-0.123, 0.299, -0.397], [0.184, 0.044, 0.038], [-0.213, -0.189, -0.374], [-0.202, -0.051, -0.153], [-0.005, 0.137, -0.100], [-0.429, 0.081, -0.025], [-0.662, 0.152, 0.006], [0.118, -0.747, -0.244], [-0.262, -0.100, 0.259], [-0.328, 0.350, -0.011], [-0.898, -0.061, -0.729], [0.889, -0.166, 0.545], [0.329, 0.199, 0.158], [-0.447, -0.508, 0.010], [0.056, 0.212, 0.043], [0.042, 0.333, -0.192], [1.443, -0.058, 0.493], [0.326, 0.235, 0.798]], "gap_ha": 0.3637, "total_charge": 0, "spin_multiplicity": 1, "homo_energy_ev": -8.980, "e_lumo_ev": 0.92}



Number 1: total energy -542.8728 Ha. Number 2: total energy -542.9503 Ha. Number 3: total energy -543.0477 Ha. Number 4: total energy -543.0662 Ha. Number 5: total energy -542.9566 Ha. Number 6: total energy -543.0465 Ha.